Run 1
The following is a quantum chemistry calculation of C4H3NO2S in the gas phase, from the OMol25 dataset.

## Properties
Gap between HOMO and LUMO: 8.082 eV
HOMO energy: -0.3141 Eh
SMILES: O=Cc1coc(=S)[nH]1

Geometry as ORCA input:
```
! wB97M-V def2-TZVPD RIJCOSX def2/J DEFGRID3
* xyz 0 1
H -0.2300 -1.4222 0.2429
O 0.8015 1.4248 -0.0655
N -0.0965 -0.4974 0.1208
C 1.0967 0.1008 0.1511
H -0.9733 2.4893 -0.1662
C -2.5703 -0.1228 -0.0054
C -1.2015 0.4008 0.0438
O -2.8309 -1.2628 -0.1269
H -3.4766 0.6015 0.4232
C -0.5314 1.5716 -0.0346
S 2.5518 -0.6990 -0.0460
*
```

Atom charges from the Löwdin analysis, given in e for atoms 1 to 2: atom 1 (H): 0.11, atom 2 (O): 0.04

Run 2
The following is a quantum chemistry calculation of C4H3NO2S in the gas phase, from the OMol25 dataset.

## Properties
Gap between HOMO and LUMO (alpha / beta): 8.542 / 6.213 eV
HOMO energy (alpha / beta): -0.3142 / -0.3062 Eh

Geometry as ORCA input:
```
! wB97M-V def2-TZVPD RIJCOSX def2/J DEFGRID3
* xyz 0 1
S -2.0294 2.2886 0.0074
H -3.1393 0.1869 0.2545
H 3.4098 0.5542 -0.4618
C -2.1228 0.5154 0.0586
O 1.4550 0.6496 -0.0415
C -0.8646 0.0053 0.0074
C -0.3601 2.3529 -0.1098
N 2.7217 1.1692 -0.0734
O 3.1844 2.2743 0.1414
H -0.4915 -0.9652 0.0814
C 0.1631 1.0434 -0.0890
*
```

Atom charges from the Löwdin analysis, given in e for atoms 1 to 2: atom 1 (S): 0.92, atom 2 (H): 0.06

Stability check: which of them is most stable? run 1.

Run 1
The following is a quantum chemistry calculation of a molecular structure, C19H22N2O5S, from the OMol25 dataset.

## Properties
Gap between HOMO and LUMO: 8.034 eV
HOMO energy: -0.2887 Eh

Geometry as ORCA input:
```
! wB97M-V def2-TZVPD RIJCOSX def2/J DEFGRID3
* xyz 0 1
C 1.5468 0.5817 -3.5045
H 2.5078 -4.3323 2.2463
H -4.7376 2.2343 0.9780
H 4.2699 0.1572 -2.2920
C 3.1986 -2.3487 2.0578
C -1.6217 0.0048 2.2781
H 2.7039 -1.1461 0.6145
O 2.5372 -0.7048 -1.9064
C 2.8259 -3.4705 3.0263
C -3.1583 1.5452 -1.8811
C -0.3669 1.5796 1.2300
O -3.2525 2.1467 -2.8520
O 2.9145 0.2460 -3.8402
C -3.8630 2.2857 0.3395
C -2.8314 1.7386 1.1718
H -4.4374 0.2952 -0.5604
H 0.7007 -2.1443 2.4717
H 2.1552 -2.8122 0.3773
C -0.5526 1.4116 -3.4041
H -3.7331 3.2709 -0.1859
C 3.3963 -0.4545 -2.7467
C -0.0219 -0.1320 -1.6058
C -1.4908 2.2354 0.5954
C 0.4201 1.0789 -4.0166
C -4.4666 1.3234 -0.9263
N 0.9524 -1.5707 1.6693
H -1.5697 1.9181 -3.8524
H -1.7811 -0.6244 3.2224
H -3.8329 0.1548 2.1400
H -1.3961 3.1115 0.1489
C 2.0663 -1.9205 1.0997
H 3.9993 -1.3978 -3.3443
O 1.0224 -0.4616 4.0567
H 0.7058 2.2182 0.8653
S 1.0617 -0.3290 2.5121
H 3.5188 -3.9834 3.6977
H -2.3074 -0.1318 -0.9552
H -5.1316 1.9040 -1.3151
O 2.2856 0.6130 2.3248
C 1.4754 -0.1718 -2.4245
C -2.8694 0.5465 2.0149
N -2.0749 0.7006 -1.5498
H 4.1314 -2.6525 1.4706
C -0.9368 0.6552 -2.2372
H 0.0653 -0.6183 -0.7255
H 3.5214 -1.6506 2.8933
H 2.0546 -3.1936 3.5758
C -0.5010 0.5117 2.0827
H 0.8972 1.7828 -5.0351
*
```

Atom charges from the Löwdin analysis, given in e for atoms 1 to 2: atom 1 (C): -0.18, atom 2 (H): 0.12

Run 2
The following is a quantum chemistry calculation of C19H22N2O5S in the gas phase, from the OMol25 dataset.

## Properties
Gap between HOMO and LUMO: 9.247 eV
HOMO energy: -0.3188 Eh
SMILES: CCCN(c1ccc(OCC)cc1)S(=O)(=O)c1ccc2c(c1)NC(=O)CO2

Geometry as ORCA input:
```
! wB97M-V def2-TZVPD RIJCOSX def2/J DEFGRID3
* xyz 0 1
H -2.4737 1.6754 -1.3788
C 1.4984 0.3755 -0.9855
C -1.8984 -1.4615 1.7641
H 1.4924 -0.9250 2.1241
C 1.5921 -0.5791 0.0167
O 0.5432 -2.0575 -2.5805
C -1.1440 -2.2650 0.9257
N 1.7291 -1.9583 -0.2678
O -3.3100 3.4977 0.1103
C 1.3932 -0.1909 1.3401
C -2.0402 0.2057 0.0214
H -0.5144 6.3010 0.0636
H 4.9855 -3.9774 -1.7106
H -3.5938 2.5108 2.5127
C -0.8366 -1.8234 -0.3460
S 0.5139 -2.5811 -1.2417
C 0.2014 4.2795 0.0520
C 3.8590 -2.1452 -1.5383
N -2.5093 1.4510 -0.3928
H 0.1255 5.7475 1.6199
H 3.2694 -2.3192 -2.4406
H -0.4479 3.9206 -0.7566
H -2.1492 -1.7718 2.7653
H 1.0630 2.3969 -1.4930
H 4.0585 -1.0733 -1.4629
H 1.1717 4.5697 -0.3732
C 0.8607 2.0474 0.6228
C -0.4554 5.4601 0.7480
O 0.3923 3.2588 1.0181
C 1.0326 1.1030 1.6394
C -2.9318 2.4083 0.4711
C -1.3107 -0.6150 -0.8206
O -2.9601 0.6208 2.1955
H -0.7667 -3.2201 1.2519
C 1.1408 1.6814 -0.6896
C 5.1734 -2.9107 -1.6161
C -2.3000 -0.2016 1.3379
H 1.6614 0.0805 -2.0104
H -1.8320 2.3560 2.2830
H 5.7525 -2.5854 -2.4766
O 0.5461 -4.0031 -1.0850
C -2.8176 2.0054 1.9350
H -1.4607 5.1920 1.0616
H 2.8342 -3.6594 -0.3832
H 0.8508 1.4067 2.6585
H 5.7663 -2.7437 -0.7191
H 3.5624 -2.3656 0.6011
C 3.0306 -2.5862 -0.3303
H -1.0793 -0.3212 -1.8318
*
```

Atom charges from the Löwdin analysis, given in e for atoms 1 to 2: atom 1 (H): 0.17, atom 2 (C): -0.03

Stability check: which of them is most stable? run 2.

Run 1
The following is a quantum chemistry calculation of 2 unconnected molecules or ions with the total composition C4H4NO2S, from the OMol25 dataset.

## Properties
Gap between HOMO and LUMO: 7.130 eV
HOMO energy: -0.1354 Eh

Geometry as ORCA input:
```
! wB97M-V def2-TZVPD RIJCOSX def2/J DEFGRID3
* xyz -1 1
C -0.3070 -0.9033 -1.6348
H 0.2138 -0.4032 2.8276
C -0.1653 -0.5718 1.8314
O 0.3416 2.0659 -1.8522
N -1.1090 -1.2490 -2.4159
S 1.1058 -1.2135 0.7142
C -0.0896 1.6094 -0.8460
H -0.3647 0.4270 1.4522
C 0.6500 -0.3223 -0.8005
H -1.1599 -1.0671 1.9304
H 1.6284 -0.0731 -1.3358
O -0.7442 1.7012 0.1296
*
```

Atom charges from the Löwdin analysis, given in e for atoms 1 to 2: atom 1 (C): -0.41, atom 2 (H): 0.01

Run 2
The following is a quantum chemistry calculation of a gas-phase ion, C4H4NO2S (charge -1), from the OMol25 dataset.

## Properties
Gap between HOMO and LUMO: 7.774 eV
HOMO energy: -0.1487 Eh
SMILES: [H]/N=C(/C(C)=O)C([O-])=S

Geometry as ORCA input:
```
! wB97M-V def2-TZVPD RIJCOSX def2/J DEFGRID3
* xyz -1 1
N 1.3183 -0.4843 0.6968
H -1.0775 2.0923 1.5090
O -0.0073 -2.8208 -1.2755
C 0.2446 -0.7899 0.0068
S 0.5185 -0.4989 -2.5076
H -0.2667 2.1177 -0.0868
H 1.9792 -1.2353 0.5645
C 0.2164 -1.5877 -1.2664
C -0.9145 0.2296 0.2007
C -0.4414 1.5960 0.7666
O -2.1041 -0.0077 0.1435
H 0.5345 1.3890 1.2483
*
```

Atom charges from the Löwdin analysis, given in e for atoms 1 to 2: atom 1 (N): 0.11, atom 2 (H): 0.08

Stability check: which of them is most stable? run 1.

Run 1
The following is a quantum chemistry calculation of 2 unconnected molecules or ions with the total composition C7H16O2, from the OMol25 dataset.

## Properties
Gap between HOMO and LUMO: 10.858 eV
HOMO energy: -0.3781 Eh
SMILES: CC(C)(C)C.CC(=O)O

Geometry as ORCA input:
```
! wB97M-V def2-TZVPD RIJCOSX def2/J DEFGRID3
* xyz 0 1
C -1.7615 -0.5377 1.4523
H 4.8122 1.1067 -0.1908
H 0.1348 -1.1165 -0.6448
C 3.3618 -0.3841 -0.0283
H 2.5973 -0.4747 -1.9414
O 3.1383 -1.4927 0.3675
H -3.4396 0.2018 -1.5961
H -1.2465 -1.0848 -1.8100
H -2.4897 -1.3403 1.6031
H 3.6359 1.5967 0.9165
O 2.8655 0.1584 -1.1561
H 4.6972 0.3466 1.4441
H -0.7565 -0.7178 1.7616
H -3.8162 -0.8211 -0.1985
C -0.9165 1.2117 -0.0814
H -0.3547 1.4884 -1.1141
C 4.1909 0.7358 0.5670
C -1.0455 -1.2570 -0.8167
C -1.8024 -0.1031 0.0683
C -3.2886 0.1127 -0.4395
H -3.6939 1.2670 -0.1747
H -1.4865 2.2148 0.3082
H -2.1813 0.4716 1.8022
H -1.1575 -2.3599 -0.5259
H 0.0029 0.7776 0.4278
*
```

Atom charges from the Löwdin analysis, given in e for atoms 1 to 2: atom 1 (C): -0.11, atom 2 (H): 0.07

Run 2
The following is a quantum chemistry calculation of 2 unconnected molecules or ions with the total composition C7H16O2, from the OMol25 dataset.

## Properties
Gap between HOMO and LUMO: 9.760 eV
HOMO energy: -0.3319 Eh
SMILES: CCCC/C=C/CO.O

Geometry as ORCA input:
```
! wB97M-V def2-TZVPD RIJCOSX def2/J DEFGRID3
* xyz 0 1
H 2.3451 -0.2474 0.6247
H -2.5611 -0.9072 -0.8964
H 0.3843 1.9935 -3.5783
H -1.0190 1.7402 -2.9562
C -1.7171 -1.5925 -0.5842
H -1.9836 -2.2904 0.2287
O -0.0786 1.9473 -2.7351
H -0.4765 -1.0874 2.0217
C 1.3468 -0.1263 1.2408
H -0.9170 0.3455 0.0539
C -1.3961 -2.5162 -1.7236
H -2.2613 -2.9672 -2.1717
H 0.3256 -2.2262 0.9569
H 0.0670 -0.4625 -1.0212
H 0.3440 1.1813 2.4962
H -0.8288 -3.4587 -1.5229
H 2.9575 2.2618 2.2866
H 0.5459 3.0321 2.8043
O 1.0350 3.2702 2.0027
C 0.1291 -1.1199 1.1387
C -0.6216 -0.6989 -0.2129
H -0.9483 -1.8532 -2.6321
C 1.9521 2.2887 1.6491
C 1.2031 1.0311 1.8776
H 2.1737 2.4624 0.6528
*
```

Atom charges from the Löwdin analysis, given in e for atoms 1 to 2: atom 1 (H): 0.15, atom 2 (H): 0.13

Stability check: which of them is most stable? run 1.